No. 1
The following is a quantum chemistry calculation of a structure of composition C21H39BN6PtSi4Te, from OMol25.

Its LUMO energy (spin up / spin down) is -0.0364 / -0.0578 Eh. The HOMO energy (spin up / spin down) is -7.57 / -7.38 eV.

```
! RIJCOSX wB97M-V def2-TZVPD def2/J DEFGRID3
* xyz 0 3
Pt -0.5873 -0.7529 -0.2704
B -0.3785 0.9039 -2.9992
N 0.9557 1.0095 -2.2036
C 2.0405 1.7596 -2.4511
C 3.0161 1.4469 -1.5204
C 2.4258 0.4712 -0.7137
N 1.1925 0.2097 -1.1427
N -1.5297 1.3923 -2.0591
C -2.4811 2.3081 -2.2768
C -3.3590 2.3033 -1.2012
C -2.8534 1.3314 -0.3414
N -1.7536 0.7905 -0.8712
H -0.5740 -0.2632 -3.2566
H -0.3289 1.6217 -3.9663
H 2.0528 2.4643 -3.2704
H 4.0112 1.8548 -1.4432
H 2.8315 -0.0516 0.1393
H -2.4753 2.9002 -3.1795
H -4.2438 2.9019 -1.0630
H -3.2132 1.0159 0.6249
C -0.1390 5.1297 -3.1362
Si 0.8598 5.9894 -1.7953
C 0.7423 7.8507 -2.0661
C 2.6590 5.4674 -1.9769
Si -0.0049 5.4841 0.3285
Te 0.1438 3.0700 0.8882
Si 1.5098 6.3114 1.9491
C 3.2184 5.5809 1.6814
C 1.6206 8.1853 1.8362
C 0.8545 5.8241 3.6421
Si -2.1777 6.3406 0.5573
C -2.1328 8.1998 0.8610
C -3.1702 6.0761 -1.0203
C -3.0511 5.5043 1.9928
H 0.2396 5.3823 -4.1318
H -1.1924 5.4257 -3.0932
H -0.0906 4.0414 -3.0172
H 1.0864 8.1281 -3.0673
H 1.3526 8.3947 -1.3406
H -0.2899 8.2000 -1.9602
H 2.9207 5.3513 -3.0340
H 2.8448 4.5115 -1.4746
H 3.3352 6.2126 -1.5464
H 3.7105 6.0438 0.8211
H 3.1569 4.5044 1.4896
H 3.8571 5.7352 2.5571
H 2.0189 8.4925 0.8650
H 2.2797 8.5937 2.6096
H 0.6363 8.6480 1.9526
H 0.8196 4.7338 3.7393
H -0.1665 6.1976 3.7761
H 1.4698 6.2207 4.4561
H -1.6137 8.7162 0.0475
H -1.6128 8.4421 1.7933
H -3.1444 8.6123 0.9264
H -2.8891 6.8064 -1.7865
H -4.2430 6.1862 -0.8318
H -2.9995 5.0773 -1.4297
H -2.5091 5.6743 2.9285
H -3.1007 4.4228 1.8318
H -4.0697 5.8854 2.1134
N 1.3535 -7.7805 0.7972
C 1.1602 -6.6560 0.6696
C 0.8907 -5.2513 0.5099
C 0.6426 -4.4466 1.6117
C 0.2821 -3.1288 1.4145
N 0.1618 -2.5828 0.2021
C 0.4667 -3.3497 -0.8641
C 0.8326 -4.6740 -0.7534
H 0.7155 -4.8497 2.6116
H 0.0583 -2.4836 2.2503
H 0.3969 -2.8668 -1.8262
H 1.0600 -5.2546 -1.6360
*
```

Listed below, in e, are the Mulliken charges computed for each atom:
1 Pt 0.200
2 B -0.040
3 N 0.421
4 C -0.354
5 C -0.898
6 C -0.267
7 N -0.547
8 N 0.645
9 C -0.428
10 C -0.690
11 C -0.238
12 N -0.640
13 H -0.165
14 H -0.119
15 H 0.590
16 H 0.448
17 H 0.432
18 H 0.569
19 H 0.495
20 H 0.427
21 C -0.474
22 Si 0.272
23 C -1.011
24 C -0.959
25 Si 0.083
26 Te -0.117
27 Si 0.121
28 C -0.937
29 C -0.958
30 C -0.941
31 Si 0.512
32 C -1.054
33 C -0.754
34 C -1.048
35 H 0.477
36 H 0.265
37 H -0.257
38 H 0.394
39 H 0.233
40 H 0.217
41 H 0.394
42 H 0.107
43 H 0.351
44 H 0.256
45 H 0.245
46 H 0.377
47 H 0.257
48 H 0.402
49 H 0.208
50 H 0.290
51 H 0.220
52 H 0.372
53 H 0.288
54 H 0.239
55 H 0.372
56 H 0.330
57 H 0.398
58 H -0.093
59 H 0.260
60 H 0.249
61 H 0.380
62 N -0.431
63 C -0.084
64 C 0.665
65 C -0.615
66 C -0.118
67 N -0.329
68 C -0.030
69 C -0.688
70 H 0.455
71 H 0.451
72 H 0.469
73 H 0.449

---

No. 2
The following is a quantum chemistry calculation of a cluster of 6 separate species, C21H39Br10N2OP in total at a distorted geometry, from OMol25.

Its LUMO energy is 0.0124 Eh. The HOMO energy is -8.29 eV. As for the SMILES: CCP(C)[C@@H](C#N)[C@@H](C#N)CCCOC.BrCCBr.BrCCBr.BrCCBr.BrCCBr.BrCCBr.

```
! RIJCOSX wB97M-V def2-TZVPD def2/J DEFGRID3
* xyz 0 1
C 4.0097 -1.1000 -0.5316
C 2.6222 -1.7726 -0.0141
P 1.5727 -2.1123 -1.5950
C 2.6683 -2.6156 -3.0557
C 0.6891 -0.4242 -1.9428
C 0.5403 -0.3338 -3.5281
N 0.1636 -0.4140 -4.6833
C -0.6984 -0.4837 -1.1270
C -0.5110 0.4783 0.1679
N -0.3676 1.3239 1.0285
C -1.9901 0.0533 -1.9200
C -3.2917 -0.4556 -1.0585
C -4.5909 0.4765 -1.2549
O -5.6408 -0.1009 -2.0661
C -6.1946 -1.3047 -1.4699
H 4.6590 -1.9391 -0.9857
H 3.7201 -0.3512 -1.3655
H 4.5855 -0.5933 0.3287
H 2.7861 -2.7765 0.5298
H 2.0198 -1.0110 0.6013
H 2.9347 -3.7317 -2.8928
H 2.1141 -2.5505 -4.0709
H 3.6644 -2.0537 -3.1259
H 1.4033 0.4196 -1.6210
H -0.9122 -1.5647 -0.7749
H -2.0500 1.2112 -1.8996
H -2.1349 -0.3835 -2.9679
H -3.0463 -0.5515 0.0741
H -3.4657 -1.5500 -1.4115
H -4.2519 1.4592 -1.7713
H -4.9827 0.8013 -0.2112
H -5.7719 -2.1952 -2.0852
H -7.3409 -1.3541 -1.4915
H -5.8278 -1.4617 -0.3784
Br 1.7640 1.2198 7.1186
C 1.1944 2.1830 5.5218
C 1.1556 1.2740 4.3187
Br 2.9478 0.9335 3.6311
H 1.8722 3.0288 5.4023
H 0.1949 2.5541 5.7561
H 0.6212 1.7500 3.4938
H 0.7036 0.3032 4.5245
Br 3.0725 3.3137 -1.7028
C 2.3729 3.6303 -3.4953
C 1.0444 4.3437 -3.4465
Br -0.3927 3.1214 -2.9583
H 2.3243 2.6611 -3.9931
H 3.1246 4.2498 -3.9879
H 0.7739 4.7209 -4.4347
H 1.0204 5.1663 -2.7309
Br -6.5695 3.6527 0.8451
C -7.1230 2.3537 2.1889
C -7.9746 1.2669 1.5805
Br -9.7910 1.8928 1.2502
H -7.6301 2.9092 2.9783
H -6.1929 1.9389 2.5824
H -8.0843 0.4308 2.2742
H -7.5877 0.8956 0.6305
Br 6.8128 1.6504 1.7184
C 6.5111 2.8501 3.2254
C 7.5403 2.6385 4.3076
Br 7.1572 1.0317 5.3429
H 5.4876 2.6842 3.5638
H 6.5925 3.8555 2.8079
H 7.5112 3.4558 5.0309
H 8.5560 2.5360 3.9241
Br -0.4713 -6.2385 0.9243
C -0.2472 -6.2249 -1.0122
C 1.0885 -6.8003 -1.4125
Br 2.5271 -5.5215 -1.1060
H -0.3896 -5.1947 -1.3415
H -1.0624 -6.8410 -1.3964
H 1.1134 -7.0044 -2.4848
H 1.3486 -7.7095 -0.8694
*
```

Listed below, in e, are the Mulliken charges computed for each atom:
1 C -0.766
2 C -0.280
3 P 0.128
4 C -0.888
5 C 0.916
6 C -0.366
7 N -0.613
8 C -0.070
9 C -0.216
10 N -0.583
11 C -0.304
12 C -0.541
13 C -0.066
14 O -0.411
15 C -0.682
16 H 0.246
17 H 0.205
18 H 0.163
19 H 0.411
20 H 0.142
21 H 0.217
22 H 0.364
23 H 0.330
24 H 0.318
25 H 0.310
26 H -0.046
27 H 0.302
28 H 0.310
29 H 0.308
30 H 0.271
31 H -0.034
32 H 0.259
33 H 0.258
34 H 0.276
35 Br -0.152
36 C -0.590
37 C -0.517
38 Br -0.096
39 H 0.371
40 H 0.374
41 H 0.286
42 H 0.363
43 Br -0.130
44 C -0.603
45 C -0.547
46 Br -0.020
47 H 0.322
48 H 0.368
49 H 0.342
50 H 0.369
51 Br -0.128
52 C -0.637
53 C -0.377
54 Br -0.126
55 H 0.431
56 H 0.335
57 H 0.368
58 H 0.136
59 Br -0.122
60 C -0.345
61 C -0.592
62 Br -0.129
63 H 0.113
64 H 0.336
65 H 0.349
66 H 0.368
67 Br -0.121
68 C -0.482
69 C -0.582
70 Br -0.114
71 H 0.207
72 H 0.364
73 H 0.346
74 H 0.395

---

No. 3
The following is a quantum chemistry calculation of a structure of composition C21H39Br3CaClF11NO15P2RbS4 at a distorted geometry, from OMol25.

Its LUMO energy is -0.1657 Eh. The HOMO energy is -5.68 eV.

```
! RIJCOSX wB97M-V def2-TZVPD def2/J DEFGRID3
* xyz 0 1
F 0.0106 -3.4212 -2.0098
C 1.2783 -3.5622 -2.7809
F 1.8529 -4.8862 -2.3254
C 2.4427 -2.4528 -2.3176
C 2.2225 -1.9402 -0.7743
P 1.0342 -0.4591 -0.5739
P -0.2814 -1.4577 0.9152
S -0.9256 -0.2359 2.2869
O 1.7912 0.5778 -1.8017
C 1.7747 1.9176 -1.1928
C 1.9874 1.7872 0.4348
S 0.7701 2.9274 1.3401
O 1.9243 0.3217 0.7491
C 1.1029 -3.6969 -4.3964
F 2.4543 -3.5176 -5.0127
F 0.6546 -5.0953 -4.7517
S -0.0863 -2.5301 -5.2186
F 1.2707 -1.8976 -6.1232
F 0.0551 -1.3060 -4.0353
F -1.4848 -3.2318 -4.5246
F -0.2488 -3.6964 -6.5123
F -1.1215 -1.4780 -6.0995
H 2.5148 -1.5707 -3.1081
H 3.4988 -2.9982 -2.3534
H 3.2640 -1.6474 -0.3274
H 1.7731 -2.8360 -0.1273
H 0.0016 -0.9061 -1.5073
H 0.1054 0.6528 -0.3724
H -1.4530 -2.0310 0.2411
H 0.3865 -2.5779 1.5541
H 2.7377 2.4111 -1.6844
H 0.7456 2.3897 -1.5381
H 3.0069 2.1254 0.9152
H -0.4419 2.8667 0.6191
Rb -2.6859 -1.7438 1.2726
C 0.1346 4.8875 6.2887
C -1.2367 4.3462 6.6841
O -2.0421 4.4804 5.5153
S -1.0987 4.2955 4.1976
O -1.2209 2.9280 3.7435
O -1.2968 5.4336 3.3305
O 0.3415 4.4564 4.9446
H 0.1445 5.9822 6.3006
H 0.9300 4.5101 6.9369
H -1.6760 4.8953 7.5203
H -1.1824 3.2819 6.9364
C 1.7523 -2.8776 5.2874
Br -0.0565 -3.5547 5.0560
Br 2.2359 -1.6125 3.8911
Br 2.0251 -2.1338 7.0641
H 2.4288 -3.7334 5.1918
C 0.9184 6.0284 -2.2687
C -0.2119 6.4018 -3.1657
O -0.6777 5.1600 -3.6432
C -0.3943 4.2698 -2.6513
O -0.8836 3.1553 -2.5715
O 0.5001 4.7813 -1.7513
F 0.2276 7.1256 -4.2196
H 1.8626 5.8992 -2.8083
H 1.0697 6.7550 -1.4659
H -1.0276 6.9323 -2.6629
C -1.7929 8.2811 1.9166
C -1.7737 9.3174 0.8063
O -2.8296 9.9991 0.6867
O -0.6998 9.3634 0.1433
H -2.7466 8.2897 2.4530
H -1.6420 7.2827 1.4953
H -0.9919 8.4891 2.6324
Ca 4.4257 -2.4847 -0.8373
F -0.8378 8.4441 -2.7390
Cl -3.9698 3.3338 4.8476
C -8.2309 3.4490 2.7741
C -7.7592 4.3012 1.6409
O -7.3539 5.4969 2.2796
C -7.0624 5.1762 3.5742
O -6.5218 5.9306 4.3656
O -7.4538 3.9016 3.8669
H -8.0617 2.3840 2.5928
H -9.2898 3.6072 3.0039
H -6.8976 3.8676 1.1222
H -8.5499 4.4994 0.9121
C 2.3576 -8.0181 -3.1759
C 3.4639 -7.9409 -2.1334
C 4.3453 -9.1993 -2.0941
O 3.6443 -10.2588 -1.4304
C 3.0409 -11.2026 -2.3166
N 2.8240 -7.8043 -0.7869
H 1.5879 -8.7497 -2.9137
H 1.8600 -7.0470 -3.2779
H 2.7652 -8.2868 -4.1569
H 4.0710 -7.0454 -2.2991
H 5.2258 -8.9859 -1.4777
H 4.7111 -9.4863 -3.0861
H 3.5707 -11.2836 -3.2699
H 2.0009 -10.9178 -2.4901
H 3.0465 -12.1796 -1.8280
H 2.0360 -7.1513 -0.7675
H 3.5037 -7.5243 -0.0703
H 2.4876 -8.7424 -0.5021
*
```

Listed below, in e, are the Mulliken charges computed for each atom:
1 F -0.193
2 C 0.486
3 F -0.279
4 C -0.158
5 C -0.086
6 P 1.254
7 P -0.537
8 S -0.393
9 O -0.555
10 C -0.429
11 C 0.154
12 S -0.188
13 O -0.534
14 C 0.773
15 F -0.254
16 F -0.297
17 S 1.057
18 F -0.335
19 F -0.204
20 F -0.300
21 F -0.329
22 F -0.275
23 H 0.410
24 H -0.038
25 H 0.002
26 H 0.440
27 H -0.098
28 H -0.231
29 H 0.321
30 H 0.058
31 H 0.148
32 H 0.138
33 H 0.285
34 H 0.118
35 Rb 0.914
36 C -0.368
37 C -0.401
38 O -0.272
39 S 0.593
40 O -0.177
41 O -0.395
42 O -0.267
43 H 0.286
44 H 0.306
45 H 0.328
46 H 0.262
47 C -0.356
48 Br -0.071
49 Br 0.071
50 Br -0.031
51 H 0.374
52 C -0.526
53 C 0.387
54 O -0.299
55 C 0.633
56 O -0.599
57 O -0.099
58 F -0.299
59 H 0.255
60 H 0.282
61 H 0.376
62 C -0.503
63 C 0.620
64 O -0.514
65 O -0.399
66 H 0.325
67 H 0.151
68 H 0.264
69 Ca -0.718
70 F -0.544
71 Cl -0.396
72 C -0.286
73 C -0.288
74 O -0.301
75 C 0.638
76 O -0.532
77 O -0.282
78 H 0.261
79 H 0.259
80 H 0.245
81 H 0.286
82 C -1.151
83 C 0.407
84 C -0.795
85 O -0.417
86 C -0.643
87 N -0.340
88 H 0.320
89 H 0.090
90 H 0.384
91 H 0.282
92 H 0.408
93 H 0.427
94 H 0.308
95 H 0.266
96 H 0.245
97 H 0.263
98 H 0.415
99 H 0.403

---

Computed electronic energy (eV) in order:
-74080.000 -737146.797 -388135.132